{"formula": "C5H8O", "method": "the ωB97M-V functional and the def2-TZVPD basis", "elements": ["C", "C", "C", "C", "C", "O", "H", "H", "H", "H", "H", "H", "H", "H"], "positions_angstrom": [[-1.32414, -0.93391, -0.44043], [-0.60020, 0.38669, -0.56876], [-0.26407, 1.20853, 0.62660], [0.85237, 0.54003, -0.15293], [1.68845, -0.56331, 0.45069], [2.86530, -0.66250, 0.18813], [-1.08701, -1.43459, 0.50510], [-2.40823, -0.77751, -0.47378], [-1.05486, -1.61312, -1.25703], [-0.84872, 0.94889, -1.46787], [-0.48020, 0.78737, 1.60523], [-0.33191, 2.29197, 0.57213], [1.48192, 1.18430, -0.77898], [1.53455, -1.36648, 1.17594]], "forces_ev_per_a": [[0.0, 0.0, 0.0], [0.0, -0.1, -0.1], [0.0, 0.0, 0.2], [0.3, -0.4, 0.2], [1.2, -0.1, -0.1], [0.8, 0.8, -1.0], [0.0, 0.1, -0.1], [0.2, 0.0, 0.0], [0.0, 0.1, 0.1], [0.1, -0.1, 0.2], [0.0, 0.0, -0.1], [0.0, -0.2, 0.0], [-0.2, -0.4, 0.3], [-2.3, 0.2, 0.4]], "gap_ev": 10.59, "spin_multiplicity": 1, "e_above_lowest_ev": 1.5856, "smiles": "C[C@H]1C[C@H]1C=O", "homo_ev": -9.5}

{"formula": "C39H42I2NO18", "method": "the ωB97M-V functional and the def2-TZVPD basis", "elements": ["C", "C", "C", "C", "C", "C", "C", "N", "I", "C", "I", "C", "C", "C", "C", "C", "O", "C", "C", "O", "H", "H", "H", "H", "H", "H", "H", "H", "H", "H", "H", "H", "H", "H", "H", "H", "H", "H", "H", "H", "H", "H", "H", "H", "H", "H", "C", "C", "C", "O", "C", "C", "C", "O", "O", "O", "H", "H", "H", "H", "C", "C", "C", "O", "C", "C", "C", "O", "O", "O", "H", "H", "H", "H", "C", "C", "C", "O", "C", "C", "C", "O", "O", "O", "H", "H", "H", "H", "C", "C", "C", "O", "C", "C", "C", "O", "O", "O", "H", "H", "H", "H"], "positions_angstrom": [[4.82193, -1.32787, -0.18638], [3.65104, -1.03955, -0.16061], [2.20149, -0.97311, -0.38294], [1.43207, -2.06367, 0.41256], [1.04970, -3.26778, -0.48112], [2.24255, -4.23626, -0.59623], [2.18982, -5.42217, 0.38595], [2.06987, -6.75543, -0.28209], [0.11305, -7.13444, -0.96300], [3.12017, -7.00771, -1.33025], [4.70002, -8.23775, -0.54269], [3.67905, -5.73377, -1.95700], [4.32096, -6.01521, -3.33038], [5.69646, -5.31580, -3.43405], [6.09836, -5.02141, -4.88103], [7.33938, -4.11249, -4.87957], [7.91876, -3.98593, -6.15523], [9.08065, -4.78255, -6.34180], [2.53030, -4.69650, -2.03891], [2.92687, -3.56626, -2.79321], [5.87969, -1.37478, -0.08571], [1.98773, -1.05824, -1.44939], [1.85625, 0.02118, -0.09009], [0.55547, -1.58221, 0.84861], [2.07557, -2.40540, 1.22469], [0.86638, -2.86901, -1.48157], [0.13195, -3.74545, -0.13140], [3.13888, -3.66897, -0.33367], [1.31613, -5.32824, 1.03252], [3.04809, -5.43053, 1.05974], [2.20386, -7.46242, 0.44361], [2.66367, -7.60297, -2.11629], [4.43214, -5.27354, -1.31224], [3.69126, -5.62072, -4.12549], [4.49533, -7.08490, -3.47018], [5.61909, -4.35418, -2.91346], [6.46906, -5.88956, -2.91678], [5.29488, -4.48499, -5.38876], [6.31554, -5.94964, -5.41406], [7.03318, -3.11909, -4.53729], [8.05108, -4.50680, -4.14374], [8.78839, -5.80473, -6.59861], [9.73071, -4.76641, -5.46311], [9.64553, -4.34235, -7.16214], [1.64660, -5.12823, -2.52392], [2.42395, -3.56682, -3.61194], [-3.06805, 0.79949, 1.37375], [-4.39325, 0.59901, 1.40458], [-5.05650, -0.43022, 0.53233], [-6.25767, -0.57424, 0.62339], [-4.21657, -1.20118, -0.38154], [-2.89730, -0.98633, -0.41070], [-2.23903, 0.02605, 0.48025], [-1.02481, 0.15328, 0.40587], [-2.06630, -1.64878, -1.22196], [-5.18801, 1.29821, 2.19832], [-2.58172, 1.53903, 1.99552], [-4.70177, -1.92815, -1.01755], [-1.18064, -1.28123, -1.04038], [-6.09865, 0.98050, 2.04348], [-5.94346, 3.81005, 4.39344], [-6.51241, 3.01463, 5.30685], [-6.97192, 3.53871, 6.63835], [-7.49334, 2.75379, 7.40739], [-6.76584, 4.94781, 6.93348], [-6.19407, 5.74356, 6.01967], [-5.75429, 5.22244, 4.68021], [-5.25077, 6.00679, 3.89702], [-5.97585, 7.03834, 6.22583], [-6.71803, 1.71409, 5.10861], [-5.61307, 3.44429, 3.43063], [-7.08782, 5.31172, 7.89883], [-5.55962, 7.37766, 5.41065], [-7.14902, 1.38577, 5.92169], [1.39220, 5.21180, 3.07706], [0.06307, 5.03614, 3.07845], [-0.59565, 4.01647, 2.19541], [-1.80491, 3.88706, 2.27334], [0.23209, 3.23744, 1.29279], [1.55849, 3.41703, 1.28851], [2.22726, 4.41194, 2.19626], [3.43919, 4.49976, 2.14297], [2.37808, 2.73160, 0.49547], [-0.75625, 5.74286, 3.84729], [1.88053, 5.93970, 3.70907], [-0.25930, 2.51798, 0.65206], [3.27832, 3.05460, 0.69758], [-1.66203, 5.44787, 3.63388], [-3.32683, 7.27927, -0.92580], [-4.10503, 7.23207, -2.01430], [-4.97511, 6.04603, -2.31260], [-5.66554, 6.08214, -3.31359], [-4.94218, 4.91951, -1.39512], [-4.16355, 4.95739, -0.30432], [-3.30656, 6.16237, 0.00664], [-2.62973, 6.15518, 1.01610], [-4.11375, 3.93466, 0.55028], [-4.16777, 8.21970, -2.90114], [-2.69945, 8.13003, -0.70052], [-5.56394, 4.06692, -1.62990], [-3.48808, 4.16943, 1.26633], [-4.80671, 7.93270, -3.58158]], "forces_ev_per_a": [[-0.3, 0.6, 0.5], [0.2, -0.8, -0.9], [0.1, 0.3, 0.6], [-0.2, 0.1, -0.3], [0.5, 0.5, 0.1], [-0.2, -0.1, -0.4], [-0.4, 0.8, 0.4], [0.2, -0.3, 0.4], [0.0, 0.0, 0.0], [0.6, -0.1, -0.8], [-0.3, 0.2, 0.1], [-0.5, 0.3, -0.3], [0.9, 0.2, 0.5], [-0.6, 0.4, -0.3], [0.5, 0.1, 0.5], [-0.5, -0.4, 0.0], [0.4, 0.2, 0.3], [-0.3, 0.2, -0.2], [0.2, -0.1, 0.3], [-0.1, -0.1, 0.2], [0.0, -0.1, -0.1], [0.2, 0.0, -0.1], [-0.1, -0.1, 0.1], [0.0, -0.2, 0.0], [-0.2, 0.0, 0.2], [-0.2, -0.1, 0.0], [0.1, -0.2, 0.0], [0.0, 0.0, -0.1], [0.0, -0.1, 0.0], [0.2, -0.4, -0.3], [-0.1, 0.0, -0.1], [0.0, -0.1, 0.1], [0.0, -0.2, 0.1], [-0.2, -0.2, 0.0], [-0.3, 0.0, -0.2], [0.0, 0.0, 0.0], [0.0, -0.1, 0.0], [-0.1, -0.2, -0.1], [0.0, 0.0, -0.1], [0.1, 0.0, -0.1], [0.2, 0.1, -0.1], [0.2, -0.1, 0.1], [-0.1, -0.1, 0.1], [-0.1, -0.1, -0.1], [0.0, -0.2, 0.2], [0.1, 0.2, -0.1], [0.3, 0.0, 0.0], [0.2, 0.3, 0.2], [0.0, -0.3, -0.3], [0.0, 0.1, 0.1], [-0.1, 0.0, 0.0], [-0.2, -0.2, -0.2], [-0.2, 0.4, 0.4], [0.1, -0.2, -0.3], [0.1, 0.1, 0.2], [-0.2, -0.3, -0.2], [-0.1, 0.0, 0.0], [0.0, 0.0, 0.0], [0.0, 0.1, 0.0], [0.0, 0.0, 0.1], [0.1, 0.1, -0.2], [0.1, -0.1, -0.3], [0.0, 0.4, 0.3], [0.0, -0.2, -0.1], [-0.1, -0.2, 0.1], [-0.1, 0.2, 0.3], [0.0, -0.4, -0.2], [0.0, 0.2, 0.1], [0.1, -0.1, -0.2], [-0.1, 0.1, 0.2], [0.0, 0.0, 0.0], [0.0, 0.0, 0.0], [0.0, 0.0, 0.0], [0.0, 0.0, 0.0], [0.2, -0.1, -0.1], [0.1, 0.3, 0.2], [0.2, -0.3, -0.4], [-0.1, -0.1, 0.4], [-0.3, 0.0, 0.0], [-0.1, -0.3, -0.2], [-0.1, 0.4, 0.4], [0.0, -0.2, -0.2], [0.1, 0.1, 0.2], [-0.1, -0.3, -0.2], [0.0, 0.0, 0.0], [0.0, 0.0, 0.0], [0.0, 0.0, 0.0], [0.0, 0.1, 0.0], [0.1, -0.1, 0.1], [0.2, 0.3, 0.1], [-0.1, -0.4, 0.1], [0.1, 0.2, -0.1], [0.0, 0.1, -0.1], [-0.3, -0.3, 0.0], [0.1, 0.3, -0.1], [-0.1, -0.1, 0.0], [0.2, 0.5, 0.0], [-0.1, -0.2, 0.0], [0.0, 0.0, 0.0], [0.0, 0.0, 0.0], [0.1, -0.1, -0.1], [0.0, 0.0, 0.0]], "gap_ev": 5.30, "total_charge": 1, "spin_multiplicity": 1, "homo_ev": -10.7}

{"formula": "C46H40MoN5O3P2S2Se", "method": "the ωB97M-V functional and the def2-TZVPD basis", "elements": ["Mo", "N", "P", "C", "C", "C", "C", "C", "C", "C", "C", "C", "C", "C", "C", "P", "C", "C", "C", "C", "C", "C", "C", "C", "C", "C", "C", "C", "H", "H", "H", "H", "H", "H", "H", "H", "H", "H", "H", "H", "H", "H", "H", "H", "H", "H", "H", "H", "H", "N", "C", "C", "C", "C", "C", "C", "S", "O", "O", "N", "C", "N", "C", "C", "C", "N", "H", "H", "H", "H", "H", "H", "H", "H", "H", "O", "S", "C", "C", "C", "C", "C", "C", "C", "C", "C", "C", "C", "C", "H", "H", "H", "H", "H", "H", "H", "H", "H", "H", "Se"], "positions_angstrom": [[0.57504, -0.03244, 0.84203], [-0.00988, 2.94233, 0.30763], [0.35585, 2.25771, 1.81084], [-0.92158, 2.89541, 2.91615], [-0.85980, 4.22438, 3.33955], [-1.92703, 4.77656, 4.03074], [-3.05259, 4.00790, 4.30640], [-3.11206, 2.68273, 3.90041], [-2.04954, 2.12700, 3.20050], [1.89976, 2.96042, 2.41544], [2.27542, 2.73283, 3.73748], [3.51738, 3.15630, 4.18616], [4.38523, 3.80176, 3.31338], [4.01096, 4.02606, 1.99613], [2.77049, 3.60090, 1.54275], [-0.45228, 1.60526, -0.69763], [-0.38060, 2.48714, -2.26981], [0.88489, 2.71712, -2.81111], [1.01044, 3.43825, -3.98650], [-0.12230, 3.93133, -4.62623], [-1.37981, 3.69039, -4.09446], [-1.51403, 2.96006, -2.91700], [-2.15698, 1.22423, -0.16482], [-2.34900, -0.09096, 0.27519], [-3.56055, -0.50063, 0.81123], [-4.60270, 0.41396, 0.90068], [-4.41945, 1.72790, 0.48344], [-3.19785, 2.13643, -0.03537], [-0.45812, 3.84878, 0.22285], [0.02282, 4.82039, 3.13804], [-1.87956, 5.80611, 4.36072], [-3.88621, 4.44705, 4.83900], [-3.98477, 2.08252, 4.12393], [-2.10798, 1.09706, 2.86314], [1.59922, 2.23434, 4.42516], [3.80962, 2.98226, 5.21297], [5.35688, 4.12744, 3.66121], [4.69117, 4.52230, 1.31619], [2.47768, 3.75899, 0.51224], [1.76395, 2.31843, -2.31639], [1.99197, 3.61493, -4.40678], [-0.02259, 4.50002, -5.54193], [-2.26322, 4.06622, -4.59450], [-2.50316, 2.75227, -2.52971], [-1.55857, -0.83393, 0.12578], [-3.69558, -1.52558, 1.13104], [-5.56024, 0.10321, 1.29862], [-5.23180, 2.43920, 0.56563], [-3.05900, 3.17436, -0.31670], [6.39890, -5.48707, 1.45076], [5.13674, -5.04008, 1.14563], [4.05990, -5.32578, 1.99504], [2.79289, -4.87365, 1.69631], [2.58481, -4.11509, 0.54365], [3.64909, -3.81066, -0.30156], [4.91434, -4.27082, -0.00160], [0.99884, -3.53562, 0.15381], [1.03069, -3.03683, -1.18627], [0.01823, -4.50126, 0.55054], [0.79092, -2.17916, 1.08247], [0.50928, -2.17767, 2.40300], [0.47364, -3.22437, 3.23708], [0.15160, -2.94793, 4.48743], [-0.14426, -1.66790, 4.96599], [-0.06601, -0.64586, 4.05927], [0.26368, -0.88768, 2.78809], [6.51504, -6.18254, 2.16433], [7.12152, -5.43283, 0.75717], [4.22885, -5.91477, 2.88910], [1.95778, -5.10734, 2.34163], [3.47182, -3.21549, -1.18640], [5.74514, -4.03795, -0.65730], [0.12298, -3.79761, 5.16282], [-0.40557, -1.48912, 5.99736], [-0.26975, 0.38285, 4.33062], [-0.70970, -0.30092, -2.19173], [-0.70092, -1.41710, -3.20022], [-2.37293, -1.48921, -3.79202], [-2.73668, -2.56503, -4.58981], [-4.01992, -2.60712, -5.11257], [-4.91974, -1.58497, -4.83321], [-4.54688, -0.52896, -4.01216], [-3.26466, -0.47678, -3.47922], [0.09020, -0.76608, -4.63373], [1.09074, -1.55292, -5.18254], [1.72222, -1.12698, -6.34665], [1.34976, 0.07314, -6.93108], [0.35913, 0.86560, -6.35100], [-0.27992, 0.44844, -5.19875], [-2.02876, -3.35951, -4.79824], [-4.31944, -3.43924, -5.73600], [-5.91667, -1.61682, -5.25344], [-5.25399, 0.26016, -3.78976], [-2.95599, 0.32445, -2.81819], [1.37242, -2.48383, -4.70404], [2.49987, -1.73329, -6.79193], [1.82989, 0.39738, -7.84554], [0.07779, 1.80582, -6.80864], [-1.05220, 1.05854, -4.74077], [2.64057, 0.14955, -0.10956]], "forces_ev_per_a": [[0.8, 0.0, -0.2], [-0.1, -0.1, 0.1], [0.3, 0.3, -0.5], [-0.1, -0.2, 0.1], [0.0, 0.0, 0.1], [0.0, 0.0, 0.0], [0.0, 0.0, 0.0], [0.1, 0.0, 0.0], [0.0, 0.0, 0.0], [0.0, 0.0, 0.0], [0.0, 0.1, 0.1], [0.0, 0.0, -0.1], [0.0, 0.0, 0.0], [0.0, 0.0, 0.0], [0.0, 0.1, 0.0], [-0.1, 0.7, 0.6], [0.2, -0.4, -0.2], [0.0, 0.0, 0.0], [-0.1, 0.1, 0.0], [0.0, 0.0, 0.1], [0.0, 0.0, 0.1], [0.0, 0.0, -0.1], [-0.1, -0.2, -0.3], [0.1, 0.1, -0.1], [0.0, 0.1, 0.0], [0.0, 0.0, 0.0], [0.0, 0.0, 0.0], [0.0, 0.1, 0.1], [0.1, 0.0, 0.0], [0.0, 0.0, 0.0], [0.0, 0.0, 0.0], [0.0, 0.0, 0.0], [0.0, 0.0, 0.0], [0.0, 0.0, 0.0], [0.0, 0.0, 0.0], [0.0, 0.0, 0.0], [0.0, 0.0, 0.0], [0.0, 0.0, 0.0], [0.0, 0.0, 0.0], [0.0, 0.0, 0.0], [0.0, 0.0, 0.0], [0.0, 0.0, 0.0], [0.0, 0.0, 0.0], [0.0, 0.0, 0.0], [-0.2, -0.1, -0.1], [0.0, 0.0, 0.0], [0.0, 0.0, 0.0], [0.0, 0.0, 0.0], [0.0, 0.0, 0.0], [-0.1, 0.1, 0.0], [0.2, -0.1, 0.0], [0.0, 0.0, 0.0], [0.0, 0.0, -0.2], [0.3, -0.1, 0.2], [0.0, 0.0, 0.1], [0.0, 0.0, -0.1], [-0.1, -0.1, 0.3], [-0.1, 0.1, -0.3], [0.0, 0.0, 0.0], [-0.5, -0.1, 0.3], [0.0, -0.2, -0.2], [0.1, 0.2, -0.2], [0.0, -0.1, 0.1], [0.0, -0.1, 0.1], [0.1, 0.2, -0.1], [0.0, -0.2, 0.1], [0.0, 0.0, 0.0], [0.0, 0.0, 0.0], [0.0, 0.0, 0.0], [0.0, 0.0, 0.0], [0.0, 0.0, 0.0], [0.0, 0.0, 0.0], [0.0, 0.0, 0.0], [0.0, 0.0, 0.0], [0.0, 0.0, 0.0], [0.0, 0.0, 0.3], [0.1, -0.1, 0.5], [-0.1, 0.1, -0.3], [-0.1, 0.0, 0.0], [0.0, 0.0, 0.0], [0.0, 0.0, 0.0], [0.0, 0.0, 0.0], [-0.1, -0.1, 0.0], [0.1, -0.1, -0.4], [0.1, 0.1, -0.1], [0.0, 0.0, 0.0], [0.0, 0.0, 0.0], [0.0, 0.0, -0.1], [0.0, 0.0, 0.0], [0.0, 0.0, 0.0], [0.0, 0.0, 0.0], [0.0, 0.0, 0.0], [0.0, 0.0, 0.0], [0.0, 0.0, -0.1], [0.0, 0.0, 0.0], [0.0, 0.0, 0.0], [0.0, 0.0, 0.0], [0.0, 0.0, 0.0], [0.0, -0.1, 0.0], [-0.4, 0.3, 0.3]], "gap_ev": [6.29, 6.73], "total_charge": 1, "spin_multiplicity": 3, "e_above_lowest_ev": 1.2615, "s_squared": 2.080, "homo_ev": [-9.4, -9.8]}